(1)
15
Properties=species:S:1:pos:R:3:forces:R:3 method="wB97M-V/def2-TZVPD" lumo_ha=0.029 smiles=Cc1cn(C)cn1 e_homo_ev=-8.00 gap_ev=8.774
C 1.844756 -0.744895 0.447330 0.234 -0.202 0.179
N 0.450435 -0.533299 0.777809 -0.114 -0.311 0.379
C -0.045840 0.523773 1.513855 0.089 0.035 0.142
N -1.227767 0.901238 1.129246 0.471 0.090 -0.441
C -1.523283 0.078251 0.029300 0.822 0.171 -0.642
C -1.465388 0.767156 -1.337317 -0.714 0.448 -0.222
C -0.547968 -0.866370 -0.081551 0.320 -0.459 0.290
H 2.154417 -0.133586 -0.414912 -0.193 -0.141 0.276
H 2.455108 -0.467725 1.305160 0.076 -0.135 -0.034
H 1.992444 -1.795235 0.198455 0.147 0.037 0.111
H 0.542362 0.967191 2.308227 -0.112 -0.110 0.015
H -1.926325 1.737259 -1.233023 -0.466 0.272 -0.408
H -0.394336 0.959667 -1.585332 -0.646 0.075 0.196
H -1.865165 0.175442 -2.161792 -0.271 0.176 0.074
H -0.443449 -1.568868 -0.895455 0.354 0.052 0.085

(2)
15
Properties=species:S:1:pos:R:3:forces:R:3 method="wB97M-V/def2-TZVPD" lumo_ha=0.038 smiles="[H]/N=C/CC(N)=C=C" e_homo_ev=-7.92 gap_ev=8.956
C -0.788239 0.408120 -0.117208 0.535 -1.251 -0.469
C -0.609279 -0.852899 0.318605 -1.927 0.614 -0.245
N -1.687759 0.759266 -1.095466 -0.614 0.036 -0.026
C 1.468535 0.222167 0.201506 1.623 3.037 0.083
C 0.353976 1.331045 0.142947 0.655 -1.921 0.387
C -0.936807 -1.957149 0.930644 0.169 -0.318 0.106
N 2.342839 0.202570 -0.725933 -0.275 0.561 0.431
H -2.258448 0.003268 -1.446522 0.057 0.162 -0.033
H -1.354436 1.394636 -1.806739 -0.015 -0.122 0.103
H 3.220684 -0.241409 -0.470715 -0.387 -0.840 -0.030
H 1.592318 -0.205064 1.204981 -0.046 -0.277 -0.323
H 0.262554 1.801803 1.123205 0.109 0.310 -0.208
H 0.535230 2.029357 -0.673549 0.072 -0.035 0.161
H -1.681339 -1.994575 1.717917 -0.032 0.110 0.115
H -0.459830 -2.901134 0.696325 0.077 -0.067 -0.051

(3)
15
Properties=species:S:1:pos:R:3:forces:R:3 method="wB97M-V/def2-TZVPD" lumo_ha="0.029 / 0.027" e_homo_ev="-6.36 / -6.50" gap_ev="7.142 / 7.247"
C -2.540183 -0.231727 -0.168624 -0.405 -0.041 -0.072
N -1.267163 -0.247628 0.202395 0.422 0.053 0.078
C -0.659088 -0.685792 1.322365 -0.058 -0.027 0.077
N 0.709048 -0.507336 1.296584 -0.094 0.054 -0.142
C 1.030920 0.064990 0.188637 -0.009 -0.026 -0.017
C 2.428424 0.346642 -0.249884 0.044 0.004 0.033
C -0.204962 0.351880 -0.633967 -0.032 -0.003 -0.021
H -2.785020 0.081363 -1.172447 0.045 0.017 0.164
H -3.291163 -0.568002 0.531394 0.095 -0.016 -0.111
H -0.417218 1.421138 -0.724592 0.124 -0.102 -0.036
H -1.197542 -1.167185 2.123646 0.075 0.071 -0.109
H 3.105178 0.170035 0.589496 -0.094 0.027 -0.122
H 2.728435 -0.313514 -1.075073 -0.064 0.102 0.093
H 2.557726 1.379309 -0.597236 -0.057 -0.138 0.061
H -0.197399 -0.094167 -1.632689 0.010 0.024 0.125

(4)
15
Properties=species:S:1:pos:R:3:forces:R:3 method="wB97M-V/def2-TZVPD" lumo_ha=0.038 smiles=Cc1ccn(C)n1 e_homo_ev=-8.94 gap_ev=9.982
C 2.425212 -0.474088 0.127581 0.125 -0.043 0.008
N 1.067993 0.011755 0.008081 0.063 0.158 0.000
C 0.650551 1.276807 -0.219501 0.077 -0.101 0.040
C -0.724551 1.242622 -0.251595 -0.021 -0.019 -0.001
C -1.051584 -0.114540 -0.032548 -0.041 -0.035 0.014
C -2.406423 -0.740026 0.090801 -0.041 -0.011 0.006
N 0.044668 -0.849576 0.117119 -0.115 0.187 -0.008
H 2.841445 -0.755628 -0.845791 -0.109 0.023 0.128
H 2.404497 -1.351849 0.777386 0.058 0.173 -0.118
H 3.057043 0.300584 0.572912 -0.140 -0.143 -0.061
H 1.355760 2.088661 -0.335068 -0.103 -0.111 0.023
H -1.398726 2.075452 -0.398362 0.109 -0.152 0.011
H -3.149488 -0.186498 -0.491247 0.118 -0.105 0.063
H -2.737307 -0.746759 1.135218 0.033 0.016 -0.131
H -2.379092 -1.776917 -0.254985 -0.012 0.162 0.026

(5)
16
Properties=species:S:1:pos:R:3:forces:R:3 method="wB97M-V/def2-TZVPD" lumo_ha="0.015 / 0.004" e_homo_ev="-7.78 / -6.96" gap_ev="8.192 / 7.076"
C 0.487180 -2.257670 -0.927143 -0.055 3.302 -3.105
C -0.632829 2.285216 -0.300197 0.590 0.873 -2.275
C -0.583834 1.594391 1.058623 4.678 1.753 -0.749
C 0.163461 1.001886 -0.840257 0.895 1.533 -0.894
C 0.564916 -2.573964 0.423583 0.659 -0.609 1.170
N -0.642133 -0.099447 -0.527954 -0.813 -2.555 -1.064
N 0.152933 0.402400 0.512593 1.467 0.313 0.833
O 0.741470 -2.569325 -2.018397 -0.384 -0.015 1.060
H -1.597815 2.508214 -0.901721 1.363 -0.540 1.372
H -0.022087 3.232009 -0.272189 -0.559 -0.956 -0.302
H 0.181166 2.163875 1.761573 -2.020 -1.242 -1.071
H -1.482392 1.354580 1.415031 -3.396 -0.968 2.142
H 1.009867 0.976127 -1.643528 -1.470 0.019 1.758
H -0.443067 -2.649675 0.695331 -1.622 -0.262 0.900
H 1.037708 -1.869461 1.082084 0.108 0.841 -0.204
H 1.065457 -3.499157 0.482569 0.560 -1.489 0.428

(6)
16
Properties=species:S:1:pos:R:3:forces:R:3 method="wB97M-V/def2-TZVPD" lumo_ha=0.007 smiles="[H]/N=C1/CN1[C@@H](C)C=O" e_homo_ev=-8.63 gap_ev=8.824
C -0.257343 -0.107872 -1.645717 -0.349 0.705 0.198
C 1.842991 -0.240921 0.542127 -0.204 0.014 -0.291
C -1.338000 0.377139 -0.769009 2.634 -0.756 -3.222
C -0.668714 0.157587 1.217212 2.112 -1.640 3.497
C 0.455224 -0.847930 0.635197 -1.345 1.118 2.191
N -0.374415 -1.005556 -0.498609 -2.000 0.530 -1.042
N -2.123303 1.338043 -0.906066 -1.477 -0.952 0.897
O -1.537410 -0.116360 2.038965 0.880 0.510 -1.748
H -2.851725 1.328909 -0.179844 0.294 0.451 0.255
H -0.570876 -0.575738 -2.573758 0.102 -0.020 -0.063
H 0.612558 0.537264 -1.737975 0.137 -0.112 -0.031
H -0.224206 1.154220 1.062505 -0.780 0.369 -0.487
H 0.429912 -1.754206 1.239759 0.100 -0.086 -0.175
H 2.504574 -0.871163 -0.058128 0.013 0.036 0.127
H 1.841521 0.752447 0.087264 -0.080 -0.001 -0.011
H 2.259212 -0.125862 1.546075 -0.036 -0.166 -0.094

The evaluated electronic energy for the records listed, in turn: -8292.6943 -8291.7270 -8292.5160 -8294.5315 -10335.8155 -10337.2493 eV.